<a>
8
Properties=species:S:1:pos:R:3 method="wB97M-V/def2-TZVPD" homo_ev="-10.6260 / -10.6244" spin_multiplicity=2 gap_ha="0.421 / 0.306" total_charge=0
C 0.0169 -0.9700 -0.5956
O 0.7012 -0.5260 0.5203
H -1.0246 -0.8988 -0.2455
H 0.1402 -0.2275 -1.3992
H 0.3489 -1.9217 -1.0092
H -0.7604 1.6711 1.2690
H 0.5065 1.0003 0.6395
O 0.0714 1.8726 0.8206



<b>
8
Properties=species:S:1:pos:R:3 method="wB97M-V/def2-TZVPD" homo_ev="-10.8157 / -10.7823" spin_multiplicity=2 gap_ha="0.428 / 0.311" total_charge=0
O -0.0219 2.5575 0.1829
H -0.9641 2.7951 0.1414
O 0.1695 -0.2231 -0.7067
H 0.0383 1.4824 -0.1399
C 0.1829 -1.3859 0.0146
H 0.3098 -2.1994 -0.7333
H 1.0502 -1.4534 0.6947
H -0.7648 -1.5733 0.5464



Most stable structure: <a>